1.
36
Properties=species:S:1:pos:R:3:nbo_charge:R:1 method="wB97M-V/def2-TZVPD" smiles="CCCCCCN/C(N)=[NH+]/CNC" lumo_ha=-0.13071 charge=+1 homo_ev=-12.69 relative_energy_kj_mol=0.00 orbital_gap_ev=9.13 spin_multiplicity=1
C 4.12232 -0.69938 1.12870 -0.60
C 2.68857 -0.17279 1.09631 -0.40
C 2.54446 1.14320 0.30151 -0.40
C 1.73657 1.03044 -1.01049 -0.41
C 0.71438 2.16127 -1.24152 -0.41
C -0.73059 1.69973 -1.10458 -0.23
N -1.07116 1.55502 0.32059 -0.47
C -2.01063 0.81849 0.83702 0.71
N -2.07646 0.82976 2.24305 -0.85
N -2.87825 0.10640 0.07685 -0.61
C -2.74159 -1.38886 0.08284 -0.03
N -3.31891 -1.94688 -1.11189 -0.62
C -2.40954 -2.80008 -1.87635 -0.42
H 4.21497 -1.55947 1.79338 0.22
H 4.45500 -1.00842 0.13528 0.21
H 4.80655 0.07075 1.49100 0.21
H 2.35165 -0.01799 2.12491 0.20
H 2.03934 -0.93827 0.65751 0.19
H 3.54520 1.50612 0.05566 0.22
H 2.10037 1.91348 0.94093 0.19
H 1.22094 0.06380 -1.03437 0.19
H 2.42202 1.01850 -1.85900 0.23
H 0.89553 2.98450 -0.54195 0.21
H 0.81742 2.59696 -2.23625 0.24
H -0.86416 0.72006 -1.57157 0.21
H -1.43056 2.40012 -1.56724 0.23
H -0.53459 2.09432 0.99189 0.44
H -3.03672 1.03496 2.51446 0.41
H -1.88434 -0.08997 2.63748 0.41
H -2.95498 0.47639 -0.86386 0.40
H -1.67738 -1.64852 0.15976 0.17
H -3.25192 -1.76315 0.97477 0.20
H -3.73104 -1.23998 -1.70392 0.36
H -1.56750 -2.25605 -2.32652 0.17
H -2.96632 -3.29424 -2.67054 0.23
H -2.00985 -3.57590 -1.22360 0.21

=====

2.
64
Properties=species:S:1:pos:R:3:nbo_charge:R:1 method="wB97M-V/def2-TZVPD" lumo_ha=-0.00282 homo_ev=-6.62 relative_energy_kj_mol=2015.54 orbital_gap_ev=6.55 spin_multiplicity=1
C 3.04470 -1.70010 0.15921 -0.56
H 3.80908 -1.36868 0.68602 0.19
H 1.97607 -1.43518 0.68521 0.20
H 3.04134 -2.81545 -0.12863 0.20
C 2.95222 -1.06558 -1.35400 -0.26
C 2.00705 -1.52820 -2.12842 -0.44
H 2.32146 -2.56579 -2.35988 0.23
C 1.76114 -0.66766 -3.40599 -0.19
N 1.54601 0.69776 -3.00686 -0.43
C 0.39744 1.26946 -3.13335 0.17
C -0.40629 2.37885 -2.36174 0.19
N -0.16835 3.23070 -1.57315 -0.57
H 0.77322 3.10614 -1.25657 0.40
C -1.13602 4.16285 -0.99179 -0.24
H -1.97120 4.18072 -1.88895 0.27
H -0.57085 5.05031 -0.71346 0.22
C -1.61992 3.42577 0.05806 -0.23
C -0.59777 3.10075 1.25549 -0.42
C -1.43196 2.50426 2.44351 -0.27
H -0.43393 2.17132 3.24103 0.18
C -2.13656 1.06482 2.01747 -0.36
C -1.07432 0.05661 1.65534 0.69
O -0.03798 0.29615 1.19520 -0.61
N -1.63841 -1.11544 1.50790 -0.60
H -2.99037 -1.31079 1.72908 0.40
C -1.12636 -2.21238 0.75473 -0.29
C -0.45263 -3.32775 1.65084 0.04
C -0.81204 -3.00472 3.24897 -0.16
C -0.05877 -4.03785 4.12508 -0.19
C 0.55225 -5.08618 3.59019 -0.29
C 0.52588 -5.30430 2.30028 -0.13
C 0.03513 -4.49188 1.29724 -0.19
Cl 0.31610 -4.62279 -0.32121 0.06
H 1.20395 -6.27813 1.78073 0.21
H 0.91900 -5.90000 4.27305 0.23
H -0.38854 -3.71139 5.26761 0.23
H -1.33844 -2.23952 3.44208 0.17
H -0.05095 -1.78764 0.32787 0.25
H -1.78628 -2.79625 0.15022 0.24
C -3.12568 1.49931 1.19993 -0.33
C -2.33598 2.26243 -0.24448 -0.41
H -1.63073 1.44820 -0.43363 0.20
H -3.19685 2.30509 -0.93207 0.25
H -3.60041 0.54867 0.63007 0.18
H -3.92592 2.12066 1.53074 0.22
H -2.55216 0.82621 2.79277 0.20
H -1.91061 3.11913 2.85992 0.14
H 0.16370 2.54090 0.66526 0.23
H -0.36125 4.05985 1.58436 0.20
H -2.45233 4.07892 0.72406 0.18
C -1.58024 2.07281 -3.34616 0.36
O -2.65645 2.60241 -3.51520 -0.63
C -0.93087 0.96731 -3.94949 0.40
O -0.93338 -0.08506 -4.57972 -0.63
C 2.76760 1.43371 -2.20347 -0.24
H 2.56070 2.52254 -1.82147 0.19
C 2.70723 0.44702 -0.90345 -0.42
H 3.57571 0.86757 -0.14230 0.20
H 1.74343 0.67257 -0.22684 0.25
H 3.83207 1.47010 -2.63099 0.23
H 1.03817 -0.94656 -4.17307 0.28
H 2.90173 -0.59167 -3.89539 0.16
H 0.86721 -1.40381 -1.67917 0.22
H 4.08123 -1.16113 -1.52862 0.23

=====

3.
20
Properties=species:S:1:pos:R:3:nbo_charge:R:1 method="wB97M-V/def2-TZVPD" lumo_ha="0.00804 / -0.01940" homo_ev="-6.80 / -7.84" relative_energy_kj_mol=325.74 orbital_gap_ev="7.02 / 7.32" spin_multiplicity=1
C 2.15549 -1.44310 -0.02766 -0.26
C 3.49720 -1.22045 0.04229 -0.35
C 1.39040 -0.22840 -0.10361 -0.04
C 2.23862 0.91288 -0.17337 -0.21
C -0.10099 -0.26787 -0.21751 -0.14
C -0.74736 0.81771 0.16525 0.15
C 1.73142 2.22655 -0.24264 -0.35
C -0.71749 -1.71345 -0.40107 -0.63
C -1.98376 1.48705 0.11040 -0.73
S 3.95899 0.47971 0.08862 0.35
H 1.78249 -2.42748 -0.17216 0.23
H 4.33848 -1.78094 0.38165 0.23
H 0.65403 2.35514 -0.35673 0.21
H 2.37204 2.99830 0.05627 0.19
H -0.22735 -2.29667 -1.20392 0.22
H -1.74801 -1.60316 -0.64394 0.22
H -0.62240 -2.35488 0.58262 0.22
H -2.71777 1.05329 0.76683 0.24
H -2.44027 1.54155 -0.96454 0.23
H -2.02104 2.69983 0.47506 0.23

=====

4.
87
Properties=species:S:1:pos:R:3:mulliken_charge:R:1 method="wB97M-V/def2-TZVPD" lumo_ha=-0.36625 charge=+2 homo_ev=-15.12 orbital_gap_ev=5.15 spin_multiplicity=1
Zr -2.47913 1.70994 1.37738 1.95
C 1.22472 -0.89859 0.82342 -0.68
C -0.11036 -0.67250 0.20705 0.74
O -0.96240 0.28799 0.77371 -0.05
H 1.79200 0.03032 0.76497 0.00
H 1.82115 -1.66029 0.32123 0.30
H 1.11432 -1.22628 1.85712 0.14
H -0.61859 -1.63588 0.16567 0.11
H 0.07974 -0.36734 -0.82195 -0.35
C 1.29677 3.73926 0.11371 -0.48
C -0.17666 4.21396 0.34745 -0.67
O -1.14409 3.37841 1.05295 -0.43
H 1.78096 4.41045 -0.59563 0.44
H 1.41911 2.71010 -0.22384 -0.26
H 1.71633 3.72476 1.11962 0.39
H -0.61657 4.46930 -0.61659 0.39
H 0.00820 5.22962 0.69722 0.40
C -0.69306 -4.03633 3.03280 -1.13
C -2.00291 -3.40480 2.55088 0.29
O -2.65898 -4.48059 1.88272 -0.15
C -3.97333 -4.49095 1.58023 0.35
O -4.81150 -3.67912 2.03518 -0.58
C -4.38096 -5.74553 0.78366 0.88
F -4.52634 -5.46567 -0.49545 -0.25
F -3.47861 -6.74292 0.92673 -0.23
F -5.57157 -6.21238 1.12677 -0.24
H -0.03610 -3.37464 3.59730 0.37
H -0.03962 -4.51654 2.30442 0.16
H -0.87036 -4.92770 3.63457 0.37
H -1.82142 -2.55098 1.89808 -0.25
H -2.63466 -3.00167 3.34238 0.42
C -1.10657 -3.04614 -4.35573 -1.43
C -0.36165 -2.51753 -3.17850 0.50
O -0.39769 -3.48817 -2.12434 -0.19
C 0.54595 -4.41113 -2.07427 0.27
O 1.47538 -4.54642 -2.85172 -0.53
C 0.37925 -5.45172 -0.96024 0.98
F 1.38259 -5.33652 -0.12004 -0.27
F -0.76959 -5.34145 -0.33094 -0.24
F 0.40809 -6.65447 -1.48643 -0.26
H -2.14764 -3.22819 -4.08900 0.32
H -0.66215 -3.95118 -4.76984 0.41
H -0.97844 -2.32148 -5.15981 0.41
H -0.98559 -1.73475 -2.74716 -0.24
H 0.63531 -2.21866 -3.50230 0.26
C 4.02047 -0.52946 -1.30170 -1.04
C 4.26293 0.90264 -0.90113 0.57
O 4.76669 1.61962 -1.99539 -0.24
C 4.84086 3.04209 -2.05078 0.29
O 4.51362 3.77824 -1.16954 -0.47
C 5.28386 3.68376 -3.37184 0.85
F 6.01206 2.79534 -4.09575 -0.25
F 4.26628 4.16061 -4.07857 -0.23
F 6.07870 4.70930 -3.16783 -0.23
H 3.06955 -0.62306 -1.82618 0.11
H 4.04091 -1.17173 -0.42126 0.32
H 4.89737 -0.88091 -1.84544 0.48
H 4.95576 0.95379 -0.06120 0.31
H 3.31463 1.33897 -0.58740 -0.43
C -1.37902 4.38537 7.24524 -1.17
C -1.44906 3.89110 5.81712 -0.20
O -0.21235 3.23895 5.43029 -0.16
C -0.18692 2.31425 4.45073 0.43
O -1.15529 2.00324 3.72345 -0.58
C 1.23071 1.64385 4.30969 0.86
F 2.05020 1.84728 5.23497 -0.22
F 1.13243 0.32275 4.10332 -0.25
F 1.81887 2.19290 3.28934 -0.27
H -0.82009 3.62275 7.78755 0.32
H -2.37884 4.60059 7.62225 0.37
H -0.81742 5.31753 7.30680 0.32
H -1.60504 4.68620 5.08803 0.30
H -2.26098 3.16410 5.79797 0.27
C 0.17076 2.42288 -4.44767 -1.37
C -0.39757 1.64421 -3.24756 0.72
O -1.80972 1.56980 -3.52600 -0.20
C -2.77768 1.41441 -2.56860 0.41
O -2.50997 1.75040 -1.40414 -0.53
C -4.13177 0.82920 -3.15485 0.69
F -4.11152 0.91803 -4.51921 -0.21
F -4.16541 -0.44835 -2.80920 -0.17
F -5.24674 1.46634 -2.76376 -0.22
H 1.14284 2.83460 -4.17630 0.34
H -0.36058 3.36132 -4.60617 0.40
H 0.17303 1.90332 -5.40587 0.37
H -0.22147 2.16429 -2.30596 -0.12
H -0.10840 0.59391 -3.21091 -0.11